[1]
{
  "formula": "C28H63BNO10P2S",
  "method": "the ωB97M-V functional and the def2-TZVPD basis",
  "total_charge": 1,
  "gap_ev": 7.67,
  "symbols": ["C", "C", "C", "C", "C", "C", "C", "C", "C", "C", "C", "C", "C", "C", "C", "N", "S", "C", "C", "O", "C", "C", "B", "O", "C", "C", "C", "H", "H", "H", "H", "H", "H", "H", "H", "H", "H", "H", "H", "H", "H", "H", "H", "H", "H", "H", "H", "H", "H", "H", "H", "H", "H", "H", "H", "H", "H", "H", "H", "H", "H", "H", "H", "H", "H", "H", "H", "H", "H", "H", "H", "H", "C", "O", "P", "O", "O", "C", "O", "C", "H", "H", "H", "H", "H", "H", "H", "H", "H", "C", "O", "P", "O", "O", "C", "O", "C", "H", "H", "H", "H", "H", "H", "H", "H", "H"],
  "coordinates": [[-0.986, -0.933, -3.386], [0.485, -1.416, -3.481], [1.314, -1.041, -2.249], [2.867, -1.206, -2.463], [3.470, 0.218, -2.487], [4.989, 0.262, -2.735], [5.862, -0.322, -1.582], [5.232, -0.215, -0.168], [6.251, 0.284, 0.917], [5.874, -0.255, 2.313], [4.379, 0.060, 2.680], [3.495, -1.161, 2.328], [2.074, -0.962, 2.967], [1.415, 0.199, 2.132], [-0.050, -0.028, 1.854], [-0.819, 0.913, 1.373], [-0.097, 2.448, 1.002], [-2.224, 0.503, 1.220], [-3.024, 0.912, -0.036], [-2.869, 2.258, -0.427], [-3.430, 3.187, 0.507], [-2.329, -0.954, 1.765], [-3.257, -2.021, 1.019], [-4.568, -1.735, 0.627], [-2.753, -3.498, 0.719], [-2.327, -3.688, -0.780], [-0.840, -1.318, 2.063], [-1.562, -1.492, -2.631], [-1.054, 0.150, -3.191], [-1.520, -1.095, -4.338], [0.423, -2.503, -3.649], [0.883, -0.976, -4.408], [1.100, 0.027, -2.047], [0.961, -1.581, -1.352], [3.268, -1.834, -1.657], [2.962, -1.670, -3.455], [2.996, 0.721, -3.351], [3.142, 0.804, -1.614], [5.181, -0.362, -3.625], [5.364, 1.260, -3.002], [6.145, -1.368, -1.759], [6.815, 0.233, -1.554], [4.379, 0.469, -0.103], [4.988, -1.241, 0.145], [7.240, -0.100, 0.634], [6.221, 1.384, 0.920], [5.993, -1.348, 2.377], [6.501, 0.192, 3.101], [4.298, 0.284, 3.756], [4.098, 0.978, 2.140], [3.946, -2.110, 2.643], [3.287, -1.234, 1.250], [1.507, -1.897, 2.918], [2.231, -0.593, 3.987], [1.969, 0.372, 1.196], [1.545, 1.105, 2.741], [0.088, 2.417, -0.349], [-2.724, 1.078, 2.022], [-2.759, 0.301, -0.917], [-4.086, 0.752, 0.217], [-4.113, 3.897, 0.027], [-3.994, 2.692, 1.315], [-2.594, 3.708, 0.999], [-2.840, -0.846, 2.744], [-4.588, -1.273, -0.223], [-1.919, -3.804, 1.374], [-3.560, -4.219, 0.925], [-2.605, -4.700, -1.099], [-1.235, -3.621, -0.855], [-2.838, -2.999, -1.469], [-0.660, -1.847, 3.000], [-0.541, -1.940, 1.196], [-2.023, -0.566, 10.071], [-2.406, 0.457, 9.136], [-1.610, 0.605, 7.669], [-2.560, 1.564, 7.026], [-1.892, -0.956, 7.275], [-3.220, -1.366, 6.960], [-0.328, 0.685, 6.599], [-0.619, 0.479, 5.242], [-1.884, -0.113, 11.051], [-2.829, -1.297, 10.137], [-1.106, -1.073, 9.778], [-3.948, -0.570, 7.116], [-3.484, -2.217, 7.589], [-3.248, -1.682, 5.916], [-1.403, 1.154, 4.890], [-0.904, -0.562, 5.061], [0.293, 0.687, 4.679], [-3.735, 3.024, -5.398], [-2.334, 2.995, -5.715], [-1.712, 1.786, -6.722], [-0.389, 2.486, -6.872], [-2.768, 2.117, -7.922], [-2.696, 3.375, -8.589], [-1.231, 0.354, -7.449], [-0.637, 0.438, -8.735], [-3.851, 3.118, -4.318], [-4.184, 3.896, -5.872], [-4.254, 2.128, -5.736], [-1.964, 4.044, -8.137], [-3.679, 3.848, -8.557], [-2.427, 3.199, -9.631], [0.212, 1.119, -8.739], [-1.371, 0.740, -9.484], [-0.283, -0.562, -8.987]],
  "lowdin_charge": [-0.11, -0.25, -0.23, -0.17, -0.23, -0.19, -0.18, -0.22, -0.19, -0.20, -0.19, -0.20, -0.16, -0.15, -0.18, -0.28, 0.97, -0.22, -0.17, -0.20, -0.09, -0.09, -0.41, 0.13, -0.14, -0.08, -0.04, 0.04, 0.07, 0.07, 0.11, 0.11, 0.09, 0.09, 0.10, 0.11, 0.12, 0.09, 0.11, 0.11, 0.11, 0.10, 0.09, 0.10, 0.11, 0.12, 0.11, 0.11, 0.11, 0.11, 0.12, 0.09, 0.10, 0.11, 0.12, 0.11, -0.06, 0.15, 0.14, 0.14, 0.10, 0.09, 0.06, 0.15, 0.10, 0.09, 0.11, 0.08, 0.07, 0.06, 0.13, 0.14, -0.10, -0.22, 0.64, -0.26, -0.29, -0.10, -0.26, -0.14, 0.09, 0.09, 0.08, 0.09, 0.09, 0.08, 0.09, 0.08, 0.07, -0.12, -0.24, 0.65, -0.28, -0.29, -0.10, -0.30, -0.12, 0.08, 0.09, 0.08, 0.09, 0.09, 0.09, 0.09, 0.08, 0.09]
}

=====

[2]
{
  "formula": "C28H63ClNO13P2S2",
  "method": "the ωB97M-V functional and the def2-TZVPD basis",
  "total_charge": -1,
  "gap_ev": 7.54,
  "symbols": ["C", "O", "C", "C", "C", "C", "C", "C", "C", "C", "C", "C", "C", "C", "S", "O", "O", "N", "S", "O", "O", "C", "C", "C", "Cl", "H", "H", "H", "H", "H", "H", "H", "H", "H", "H", "H", "H", "H", "H", "H", "H", "H", "H", "H", "H", "H", "H", "H", "H", "H", "H", "H", "H", "H", "H", "H", "H", "H", "O", "P", "O", "C", "C", "O", "C", "C", "O", "C", "C", "H", "H", "H", "H", "H", "H", "H", "H", "H", "H", "H", "H", "H", "H", "H", "O", "P", "O", "C", "C", "O", "C", "C", "O", "C", "C", "H", "H", "H", "H", "H", "H", "H", "H", "H", "H", "H", "H", "H", "H", "H"],
  "coordinates": [[14.267, 5.119, -2.183], [13.012, 4.538, -1.879], [13.085, 3.663, -0.761], [11.677, 3.213, -0.379], [11.536, 1.687, -0.303], [10.166, 1.275, 0.272], [9.147, 0.885, -0.811], [7.930, 0.174, -0.147], [6.563, 0.711, -0.650], [5.636, -0.415, -1.115], [4.243, 0.117, -1.461], [3.432, 0.517, -0.228], [2.143, 1.272, -0.652], [0.924, 0.327, -0.698], [-0.326, 0.791, 0.507], [-1.018, -0.423, 0.903], [0.396, 1.378, 1.621], [-1.206, 1.810, -0.336], [-2.201, 2.761, 0.498], [-1.478, 3.864, 1.080], [-3.039, 1.996, 1.397], [-3.235, 3.321, -0.848], [-4.248, 4.441, -0.503], [-4.318, 4.879, 0.950], [-3.847, 5.880, -1.540], [14.325, 6.129, -1.765], [14.435, 5.115, -3.258], [15.064, 4.539, -1.705], [13.744, 2.816, -0.987], [13.527, 4.228, 0.070], [10.988, 3.574, -1.145], [11.399, 3.642, 0.584], [12.337, 1.285, 0.323], [11.649, 1.277, -1.310], [10.273, 0.407, 0.924], [9.763, 2.118, 0.837], [9.620, 0.212, -1.526], [8.748, 1.771, -1.305], [7.990, 0.366, 0.924], [7.952, -0.893, -0.369], [6.120, 1.299, 0.155], [6.683, 1.400, -1.491], [6.116, -0.853, -1.997], [5.579, -1.219, -0.375], [4.371, 0.978, -2.125], [3.654, -0.612, -2.027], [3.987, 1.203, 0.413], [3.186, -0.362, 0.369], [2.320, 1.620, -1.672], [1.971, 2.140, -0.023], [1.206, -0.691, -0.438], [0.476, 0.392, -1.687], [-3.776, 2.444, -1.200], [-2.570, 3.624, -1.651], [-5.221, 4.107, -0.853], [-4.354, 4.037, 1.637], [-5.249, 5.438, 1.079], [-3.496, 5.547, 1.187], [-0.218, -6.452, -0.148], [-1.119, -6.141, 0.976], [-0.346, -6.398, 2.365], [0.865, -5.683, 2.625], [0.627, -4.201, 2.851], [-2.172, -7.376, 1.030], [-2.167, -8.395, 0.038], [-1.284, -9.559, 0.445], [-2.213, -5.084, 1.469], [-2.419, -3.840, 0.743], [-2.594, -4.051, -0.746], [1.571, -5.842, 1.805], [1.295, -6.131, 3.520], [0.354, -3.699, 1.919], [1.527, -3.717, 3.231], [-0.186, -4.042, 3.558], [-1.865, -7.993, -0.929], [-3.200, -8.733, -0.064], [-0.295, -9.215, 0.746], [-1.175, -10.267, -0.378], [-1.717, -10.084, 1.298], [-1.587, -3.160, 0.938], [-3.311, -3.383, 1.164], [-1.674, -4.424, -1.204], [-2.850, -3.108, -1.228], [-3.382, -4.781, -0.944], [-8.968, 0.354, -0.795], [-9.562, 1.343, 0.120], [-9.093, 2.822, -0.314], [-9.363, 3.285, -1.635], [-10.843, 3.526, -1.874], [-8.763, 1.207, 1.506], [-7.773, 0.191, 1.712], [-6.390, 0.684, 1.345], [-10.946, 1.719, 0.871], [-12.163, 1.015, 0.564], [-11.997, -0.492, 0.599], [-8.963, 2.577, -2.365], [-8.814, 4.219, -1.748], [-11.386, 2.578, -1.931], [-11.002, 4.055, -2.814], [-11.275, 4.107, -1.059], [-8.030, -0.714, 1.162], [-7.807, -0.061, 2.773], [-6.377, 1.129, 0.350], [-5.667, -0.131, 1.371], [-6.057, 1.454, 2.041], [-12.537, 1.337, -0.412], [-12.892, 1.328, 1.310], [-11.337, -0.836, -0.202], [-12.961, -0.984, 0.470], [-11.559, -0.809, 1.546]],
  "lowdin_charge": [-0.12, -0.20, -0.25, -0.18, -0.21, -0.22, -0.20, -0.19, -0.21, -0.23, -0.22, -0.20, -0.21, -0.25, 0.49, -0.37, -0.35, -0.35, 0.49, -0.32, -0.34, -0.29, -0.71, -0.15, 0.56, 0.09, 0.08, 0.08, 0.12, 0.12, 0.12, 0.11, 0.11, 0.11, 0.11, 0.11, 0.11, 0.10, 0.10, 0.10, 0.10, 0.10, 0.11, 0.11, 0.11, 0.11, 0.10, 0.11, 0.10, 0.10, 0.09, 0.09, 0.10, 0.07, 0.08, 0.07, 0.07, 0.07, -0.23, 0.46, -0.19, -0.28, -0.07, -0.20, -0.30, -0.08, -0.17, -0.23, -0.08, 0.11, 0.11, 0.07, 0.08, 0.09, 0.10, 0.11, 0.07, 0.07, 0.07, 0.09, 0.12, 0.07, 0.08, 0.08, -0.22, 0.46, -0.19, -0.28, -0.08, -0.19, -0.28, -0.07, -0.18, -0.27, -0.08, 0.11, 0.12, 0.06, 0.08, 0.08, 0.10, 0.11, 0.07, 0.08, 0.08, 0.10, 0.12, 0.07, 0.08, 0.09]
}

=====

Question: Which formula does entry 2 have?
Answer: C28H63ClNO13P2S2